Density functional theory data (wB97M-V/def2-TZVPD) for the molecule C6H7NO5S2 at a distorted geometry.

Element x y z (Å)
C  1.00  -0.11  -1.62
C  0.66  -0.72  -0.33
C  0.54  1.09  -1.99
C  -0.51  -1.02  0.22
C  -1.65  1.03  -1.20
C  -0.52  1.72  -1.19
N  -0.72  -1.21  1.59
O  -2.40  -2.73  0.16
O  -2.22  1.25  1.56
O  -4.05  1.84  -0.01
O  -2.10  -1.57  -1.95
O  -3.13  -0.44  0.07
S  -2.80  1.17  0.05
S  -2.08  -1.52  -0.54
H  1.82  -0.57  -2.15
H  1.53  -0.77  0.33
H  0.97  1.61  -2.83
H  -0.24  2.59  -0.60
H  -1.43  -1.92  1.74
H  -1.65  0.50  1.80
H  0.12  -1.39  2.13

Calculated values
- largest force on an atom (eV/Å) = 1.741
- highest occupied orbital energy (eV) = -8.73
- DFT total energy (eV) = -39727.134
- energy relative to the best compared isomer or geometry (same formula, charge and spin) (eV) = 4.0084
- orbital gap (hartree) = 0.32365
- structure (SMILES) = N/C1=C/C=C\C=C=[S@](=O)(O)OS1(=O)=O
- LUMO energy (eV) = 0.08

These are the Löwdin partial charges, in e, on atoms 1 to 8: C -0.083; C -0.064; C -0.089; C -0.374; C -0.204; C -0.169; N 0.050; O -0.259


Density functional theory data (wB97M-V/def2-TZVPD) for a structure of composition C6H7NS at a distorted geometry.

Element x y z (Å)
C  -2.26  1.06  -0.46
C  -3.00  0.34  0.38
C  -1.09  0.21  0.01
C  1.62  -0.91  -0.43
C  2.08  -0.32  0.87
C  0.71  0.33  -0.72
N  -1.78  -0.57  0.74
S  1.60  1.36  0.42
H  -2.38  1.81  -1.26
H  -4.00  0.30  0.71
H  2.46  -1.07  -1.17
H  1.09  -1.79  -0.25
H  1.44  -0.75  1.63
H  3.10  -0.58  1.24
H  0.43  0.58  -1.72

Calculated values
- largest force on an atom (eV/Å) = 4.316
- highest occupied orbital energy (eV) = -8.38
- DFT total energy (eV) = -18654.622
- energy relative to the best compared isomer or geometry (same formula, charge and spin) (eV) = 6.1274
- orbital gap (hartree) = 0.31576
- LUMO energy (eV) = 0.21

These are the Löwdin partial charges, in e, on atoms 1 to 8: C -0.053; C -0.053; C -0.218; C -0.270; C -0.498; C -0.432; N 0.071; S 0.857


Density functional theory data (wB97M-V/def2-TZVPD) for the molecule C6H7NS at a distorted geometry.

Element x y z (Å)
C  -0.61  1.93  -0.31
C  0.60  1.35  -0.18
C  -0.34  -0.59  1.01
C  -1.32  -0.86  -0.10
C  -1.80  -1.52  -1.14
C  1.83  -0.60  0.35
H  -1.43  1.25  -0.02
H  -0.76  2.76  -0.92
H  1.46  1.64  -0.77
H  -0.82  -0.02  1.85
H  -0.05  -1.54  1.45
H  -2.52  -1.80  -1.98
H  1.72  -1.64  0.78
N  0.75  0.05  0.49
S  3.27  -0.41  -0.51

Calculated values
- largest force on an atom (eV/Å) = 8.723
- highest occupied orbital energy (eV) = -8.31
- DFT total energy (eV) = -18656.074
- energy relative to the best compared isomer or geometry (same formula, charge and spin) (eV) = 4.6754
- orbital gap (hartree) = 0.31877
- structure (SMILES) = C#CCN(C=C)C=S
- LUMO energy (eV) = 0.36

These are the Löwdin partial charges, in e, on atoms 1 to 8: C 0.057; C -0.091; C -0.234; C -0.096; C 0.135; C -0.701; H 0.043; H 0.042


Density functional theory data (wB97M-V/def2-TZVPD) for the molecule C6H7O2PS at a distorted geometry.

Element x y z (Å)
C  -3.63  1.36  0.34
C  -2.79  0.52  0.38
C  -1.34  -0.67  -1.07
C  -0.12  -0.34  -1.47
C  -1.68  -0.45  0.39
C  3.24  -0.42  0.78
O  -0.61  -0.02  1.14
O  1.99  -0.74  0.17
P  0.93  0.38  -0.20
S  1.65  2.17  -0.23
H  -4.39  2.09  0.34
H  -2.11  -1.06  -1.71
H  0.25  -0.38  -2.48
H  -2.05  -1.40  0.81
H  3.61  -1.34  1.22
H  3.12  0.34  1.56
H  3.94  -0.05  0.03

Calculated values
- largest force on an atom (eV/Å) = 3.892
- highest occupied orbital energy (eV) = -9.49
- DFT total energy (eV) = -30552.270
- energy relative to the best compared isomer or geometry (same formula, charge and spin) (eV) = 3.8098
- orbital gap (hartree) = 0.37011
- structure (SMILES) = C#C[C@H]1C=C[P@](=S)(OC)O1
- LUMO energy (eV) = 0.58

These are the Löwdin partial charges, in e, on atoms 1 to 8: C 0.139; C -0.078; C -0.084; C -0.170; C -0.494; C -0.147; O -0.206; O -0.345


Density functional theory data (wB97M-V/def2-TZVPD) for a cluster of 2 separate species, C6H7O5S in total at a distorted geometry.

Element x y z (Å)
C  -2.16  0.96  0.38
C  -1.02  0.77  0.06
C  1.38  -1.11  0.86
C  -3.57  1.26  0.73
C  2.56  -2.01  0.49
C  1.29  -0.10  -0.26
O  3.58  0.77  0.18
O  0.83  -1.13  1.93
O  2.19  2.03  -1.31
O  1.84  2.20  1.20
O  1.48  -0.32  -1.48
S  2.26  1.38  0.10
H  -3.68  2.33  0.76
H  -4.31  0.97  -0.12
H  -3.87  0.87  1.80
H  2.57  -2.82  1.24
H  2.22  -2.52  -0.51
H  3.39  -1.40  0.23
H  1.75  1.22  -1.77

Calculated values
- charge = -1
- largest force on an atom (eV/Å) = 4.009
- highest occupied orbital energy (eV) = -4.94
- DFT total energy (eV) = -27404.487
- energy relative to the best compared isomer or geometry (same formula, charge and spin) (eV) = 3.7363
- orbital gap (hartree) = 0.30856
- LUMO energy (eV) = 3.46

These are the Löwdin partial charges, in e, on atoms 1 to 8: C -0.323; C 0.008; C -0.420; C -0.202; C -0.010; C -0.448; O -0.312; O 0.109


Density functional theory data (wB97M-V/def2-TZVPD) for the molecule C6H7OPS2 at a distorted geometry.

Element x y z (Å)
C  2.48  0.59  -0.31
C  1.98  -0.70  -0.32
C  1.57  1.63  -0.28
C  0.62  -1.01  -0.12
C  0.18  1.38  -0.19
C  -0.26  0.07  -0.17
O  -2.11  -1.15  1.80
P  -2.09  -0.04  0.09
S  -3.23  1.64  0.19
S  -2.84  -1.55  -1.14
H  3.57  0.68  -0.47
H  2.57  -1.61  -0.31
H  1.68  2.72  -0.27
H  0.38  -2.03  -0.13
H  -0.45  2.30  -0.33
H  -2.15  -0.69  2.63
H  -1.92  -2.22  -0.65

Calculated values
- largest force on an atom (eV/Å) = 4.486
- highest occupied orbital energy (eV) = -9.20
- DFT total energy (eV) = -39341.721
- energy relative to the best compared isomer or geometry (same formula, charge and spin) (eV) = 1.1450
- orbital gap (hartree) = 0.33140
- structure (SMILES) = O[P@](=S)(S)c1ccccc1
- LUMO energy (eV) = -0.18

These are the Löwdin partial charges, in e, on atoms 1 to 8: C -0.077; C -0.081; C -0.075; C -0.071; C -0.128; C -0.388; O -0.347; P 0.237